C14H46MnO14 | the ωB97M-V functional and the def2-TZVPD basis

The geometry in ORCA input format:
```
! wB97M-V def2-TZVPD RIJCOSX def2/J DEFGRID3
* xyz 0 6
Mn -1.12933 -2.51169 0.82055
C -0.21990 -5.71951 3.28629
C -0.60898 -4.56213 2.40160
O -1.65863 -4.58914 1.69152
O 0.12155 -3.54180 2.32603
H -0.44788 -5.52472 4.33356
H 0.83428 -5.99011 3.23596
H -0.76031 -6.61283 2.96817
C 0.52788 1.15798 -0.11016
C -0.09815 -0.17117 0.22541
O 0.37537 -0.91194 1.12268
O -1.13853 -0.55655 -0.39175
H 0.52426 1.30072 -1.19126
H 1.55574 1.16633 0.24965
H -0.01047 1.97911 0.36352
C -3.56999 1.64394 0.21694
O -3.79555 3.04683 0.35731
H -4.43710 1.01390 0.43978
H -3.40291 1.46965 -0.84661
H -2.66476 1.38987 0.76566
H -3.86940 3.24156 1.29586
C 2.36622 0.20859 4.00124
O 1.10995 0.52527 3.43500
H 2.48836 0.54660 5.02740
H 2.55387 -0.87264 3.96622
H 3.18606 0.64535 3.41109
H 1.07505 0.05106 2.58578
C 0.02687 -4.28287 -1.81886
O 0.13141 -3.33003 -0.73429
H -1.01179 -4.43713 -2.08006
H 0.64273 -3.98800 -2.66696
H 0.47218 -5.21236 -1.45397
H 0.94710 -2.84968 -0.92280
C 2.63358 3.71983 2.22843
O 2.78055 5.08181 1.88898
H 2.04074 3.62203 3.13842
H 2.16945 3.12988 1.44051
H 3.61351 3.31746 2.51183
H 3.02211 5.19017 0.95681
C 4.09611 0.87209 -2.41223
O 4.14354 -0.08677 -1.34907
H 3.07121 1.15246 -2.64615
H 4.61294 1.76379 -2.03825
H 4.62921 0.50594 -3.29119
H 4.94114 -0.60571 -1.46629
C 0.06156 -0.69190 -3.86913
O -0.97144 -0.05313 -3.15738
H -0.09584 -0.56759 -4.94705
H 1.06344 -0.26908 -3.71735
H 0.07440 -1.77632 -3.71438
H -0.96046 -0.40943 -2.25166
C -1.39103 3.35607 -3.03946
O -0.85155 2.61761 -4.11099
H -0.99591 4.37494 -3.05478
H -2.47271 3.50849 -3.13828
H -1.17866 2.91307 -2.06412
H -0.97518 1.67943 -3.88950
C 1.83746 4.44817 -1.35659
O 3.15649 4.81208 -0.95958
H 1.31681 3.93910 -0.54890
H 1.22639 5.28575 -1.70181
H 1.86872 3.74534 -2.19941
H 3.44661 5.47556 -1.59375
C -3.95851 -2.30452 -0.92169
O -2.79483 -3.09050 -0.63081
H -4.81917 -2.83835 -0.51309
H -3.89487 -1.33887 -0.42400
H -4.04150 -2.09896 -1.98895
H -2.91224 -3.95306 -1.03487
C -1.98632 -1.29056 3.47903
O -2.53992 -1.80702 2.24978
H -2.09406 -0.20252 3.54192
H -2.56872 -1.68307 4.31941
H -0.93774 -1.52985 3.61782
H -3.48050 -1.63629 2.34732
*
```

ΔE to the lowest compared entry with this formula, charge and spin ... 0.334 eV
Highest occupied orbital energy (spin up / spin down) ... -0.31399 / -0.34112 Eh
⟨S²⟩ ... 8.752
Gap between HOMO and LUMO (spin up / spin down) ... 0.321 / 0.348 hartree
LUMO energy (spin up / spin down) ... 0.20 / 0.19 eV

Results of the Mulliken charge analysis, in e, for atoms 1 through 2: number 1, Mn, carries 1.1114; number 2, C, carries -1.2605

---

C4H15NO3 | the ωB97M-V functional and the def2-TZVPD basis

The geometry in ORCA input format:
```
! wB97M-V def2-TZVPD RIJCOSX def2/J DEFGRID3
* xyz 0 1
C -1.92055 0.39629 1.83998
C -1.16037 1.39404 0.96680
N -0.19840 0.58421 0.25992
C 0.99623 1.27870 -0.39297
C 1.90959 0.16603 -1.01434
O 1.57715 -0.22427 -2.38363
H -2.15851 -0.57836 1.37761
H -1.39273 0.12521 2.77865
H -2.99855 0.59254 2.03794
H -1.84480 1.88218 0.25671
H -0.69526 2.19489 1.66434
H -0.75288 0.06510 -0.52464
H 0.57024 1.94471 -1.07844
H 1.50805 1.77466 0.50150
H 1.92207 -0.72872 -0.51505
H 3.00770 0.55448 -1.20252
H 2.01170 -1.10776 -2.53335
H 0.04478 -0.96350 -2.17813
H -0.38044 -1.90855 -1.00166
O -0.72914 -1.41556 -1.75211
H 0.63445 -2.76685 0.86899
H -0.20095 -1.37506 1.30811
O 0.25062 -1.88440 0.71629
*
```

ΔE to the lowest compared entry with this formula, charge and spin ... 2.443 eV
Highest occupied orbital energy ... -0.31047 Eh
SMILES ... CCNCCO.O.O
Gap between HOMO and LUMO ... 0.330 hartree
LUMO energy ... 0.54 eV

Results of the natural (NBO) charge analysis, in e, for atoms 1 through 2: number 1, C, carries -0.6356; number 2, C, carries -0.2267

---

C34H29N5RhS | the ωB97M-V functional and the def2-TZVPD basis

The geometry in ORCA input format:
```
! wB97M-V def2-TZVPD RIJCOSX def2/J DEFGRID3
* xyz 1 1
Rh 0.64015 -1.52553 -0.54506
C -2.68352 -1.38577 -4.81959
C -2.50875 -2.61631 -4.20420
C -2.10089 -2.69444 -2.88283
C -1.88383 -1.52761 -2.14800
C -1.99710 -0.29147 -2.78458
C -2.41015 -0.22920 -4.10651
N -1.48965 -1.61871 -0.76026
C -1.64972 -0.96560 1.61032
C -2.84300 -1.21244 2.26633
C -2.85101 -1.64688 3.58240
C -1.65386 -1.85580 4.26077
C -0.45951 -1.66600 3.60382
C -0.46598 -1.23980 2.27466
N 0.71613 -1.16856 1.53278
N 1.82618 -1.22613 2.06610
C 2.88604 -1.41858 1.20242
C 4.18820 -1.39328 1.67514
C 5.22206 -1.61433 0.78801
C 4.92178 -1.85771 -0.54644
C 3.59769 -1.85363 -0.94107
N 2.59707 -1.63711 -0.08133
H -3.00874 -1.33138 -5.84972
H -2.69777 -3.53126 -4.74988
H -1.95151 -3.66565 -2.43483
H -1.74820 0.62493 -2.27467
H -2.51211 0.73980 -4.57653
H -3.78136 -1.04574 1.75595
H -3.79395 -1.80994 4.08704
H -1.65578 -2.17633 5.29319
H 0.49340 -1.86954 4.07413
H 4.35237 -1.19159 2.72420
H 6.24914 -1.59769 1.12512
H 5.69962 -2.04853 -1.27124
H 3.31371 -2.02668 -1.97036
C 2.31193 4.76801 1.16984
C 1.42173 4.95763 -0.06629
C 0.94968 6.41294 -0.10627
C 2.24768 4.69162 -1.33411
C 0.25360 3.97395 -0.00484
C -1.06844 4.38974 0.14240
C -2.12203 3.48244 0.16390
C -1.85420 2.13196 0.06167
S -2.99431 0.80221 0.02269
C -1.57532 -0.43839 0.16992
N -0.39829 0.32533 -0.12117
C -0.53263 1.68523 -0.04701
C 0.50629 2.60656 -0.09843
C -1.41782 -2.97289 -0.17210
C -2.45983 -3.82878 0.11408
C -2.12195 -5.11100 0.53624
C -0.79061 -5.49746 0.64909
C 0.25079 -4.61016 0.37127
C -0.08547 -3.33918 -0.05137
H 3.15056 5.46711 1.13098
H 2.71491 3.75467 1.22314
H 1.74857 4.96061 2.08479
H 1.81288 7.06888 -0.22722
H 0.44365 6.69476 0.81861
H 0.27419 6.58622 -0.94560
H 3.04145 5.43660 -1.41861
H 1.61941 4.75855 -2.22423
H 2.71474 3.70579 -1.31818
H -1.29922 5.43987 0.24445
H -3.14057 3.83620 0.26455
H 1.51440 2.21976 -0.20143
H -3.49331 -3.52106 0.00704
H -2.90591 -5.81932 0.76853
H -0.55308 -6.50991 0.95050
H 1.27941 -4.93402 0.46783
*
```

Highest occupied orbital energy (spin up / spin down) ... -0.34420 / -0.34438 Eh
Gap between HOMO and LUMO (spin up / spin down) ... 0.168 / 0.168 hartree
LUMO energy (spin up / spin down) ... -4.80 / -4.80 eV

Results of the natural (NBO) charge analysis, in e, for atoms 1 through 2: number 1, Rh, carries 0.9850; number 2, C, carries -0.1955

---

C17H19F3N2OS | the ωB97M-V functional and the def2-TZVPD basis

The geometry in ORCA input format:
```
! wB97M-V def2-TZVPD RIJCOSX def2/J DEFGRID3
* xyz 0 1
F -2.59570 5.99483 -1.91595
F -0.57959 6.27682 -2.81370
F -1.03181 7.01704 -0.79343
S 2.67597 1.57697 1.64738
N 2.61034 -2.62007 2.66846
O 1.20460 -2.89959 2.66302
C 1.37851 0.57230 1.42415
C 2.75562 -1.38390 2.23014
C 1.49964 -0.80066 1.91468
C 0.54016 -1.75838 2.22119
C -0.77391 2.17503 -1.11311
C 0.24329 3.33244 0.66108
C -1.12555 3.42205 -1.71412
C -0.09886 4.59933 0.11172
C -0.02426 2.12951 0.04207
C -0.81783 4.65576 -1.11304
N 0.31674 0.90017 0.60551
C -1.24689 6.00572 -1.64979
C 1.66902 -3.41149 -2.09037
C -0.96842 -1.72116 2.17215
C 0.47647 -3.55862 -1.10655
C -1.59049 -2.82066 1.21505
C -0.32723 -2.24754 -1.04319
C -1.62590 -2.39228 -0.26669
H 3.75070 -0.88066 2.13293
H -1.03734 1.25310 -1.61183
H 0.77071 3.31558 1.58107
H -1.66698 3.36937 -2.66640
H 0.17780 5.50479 0.67363
H -0.14952 0.08492 0.22517
H 2.31094 -4.27838 -2.05687
H 2.24851 -2.51784 -1.80456
H 1.29319 -3.34311 -3.12042
H -1.27682 -0.70953 1.93643
H -1.30354 -1.88636 3.19274
H 0.87374 -3.75621 -0.09339
H -0.12357 -4.39798 -1.44220
H -2.62761 -2.96300 1.51089
H -1.11044 -3.82161 1.31490
H -0.54404 -1.94528 -2.03873
H 0.29679 -1.51818 -0.59402
H -2.24953 -3.10372 -0.80065
H -2.19691 -1.44952 -0.29533
*
```

ΔE to the lowest compared entry with this formula, charge and spin ... 0.000 eV
Highest occupied orbital energy ... -0.31912 Eh
SMILES ... CCCCCCc1oncc1C(=S)Nc1ccc(C(F)(F)F)cc1
Gap between HOMO and LUMO ... 0.300 hartree
LUMO energy ... -0.52 eV

Results of the natural (NBO) charge analysis, in e, for atoms 1 through 2: number 1, F, carries -0.3315; number 2, F, carries -0.3267

---

Molecular weight per entry: 493.45 125.17 642.61 356.41 Da